Entry 1:
The following is a DFT calculation (wB97M-V/def2-TZVPD) of a 2-piece molecular cluster, C5H11O2 overall in a non-equilibrium geometry.

energy = -347.49399 Eh
multiplicity = 2
frontier orbital gap (alpha / beta) = 2.474 / 8.062 eV
total charge = -2
energy above the lowest of the compared OMol25 structures with the same formula, charge and spin = 6.5 kcal/mol

Structure (XYZ):
```
18
C5H11O2 (wB97M-V/def2-TZVPD)
C -1.216 -1.009 0.843
C -1.524 0.233 0.029
C -2.453 -1.831 1.224
H -0.442 -1.661 0.429
H -0.621 -0.754 1.731
H -0.616 0.813 -0.163
H -2.215 0.834 0.630
H -2.139 -2.857 1.462
H -2.949 -1.494 2.140
H -2.006 0.022 -0.928
H -3.201 -1.903 0.437
C 2.487 1.997 -1.224
C 3.097 0.562 -1.012
O 2.395 -0.236 -0.370
O 4.221 0.377 -1.546
H 3.333 2.684 -1.327
H 2.038 2.339 -0.292
H 1.810 1.883 -2.063
```

=====

Entry 2:
The following is a DFT calculation (wB97M-V/def2-TZVPD) of a 2-piece molecular cluster, C4H5ClN2O2S overall in a non-equilibrium geometry.

energy = -1273.76264 Eh
multiplicity = 1
frontier orbital gap = 6.073 eV
total charge = 0
energy above the lowest of the compared OMol25 structures with the same formula, charge and spin = 1.8 kcal/mol

Structure (XYZ):
```
15
C4H5ClN2O2S (wB97M-V/def2-TZVPD)
C 0.059 1.434 0.320
C -1.468 -0.033 -0.191
C -0.259 -0.697 -0.014
C -2.822 -0.675 -0.370
N -1.216 1.324 0.111
N 0.696 0.248 0.267
O 3.470 -0.472 1.057
O 4.221 1.114 -0.649
S 4.514 -0.063 0.124
Cl 0.126 -2.315 -0.289
H 0.502 2.277 0.555
H -3.461 -0.095 -1.183
H -2.679 -1.606 -0.733
H -3.459 -0.543 0.535
H 1.776 0.102 0.460
```

=====

Entry 3:
The following is a DFT calculation (wB97M-V/def2-TZVPD) of C5H4LiMnO6 as an isolated structure in a non-equilibrium geometry.

energy = -1802.24541 Eh
multiplicity = 7
frontier orbital gap (alpha / beta) = 5.737 / 3.910 eV
total charge = +2
energy above the lowest of the compared OMol25 structures with the same formula, charge and spin = 0.0 kcal/mol

Structure (XYZ):
```
17
C5H4LiMnO6 (wB97M-V/def2-TZVPD)
O 5.167 5.068 2.490
C 4.417 4.397 1.951
O 3.617 3.749 1.395
O 1.061 1.288 0.506
Mn 2.324 2.597 0.565
O -1.395 -4.052 -1.319
C -1.697 -2.878 -1.003
O -2.739 -2.567 -0.379
O -0.843 -1.913 -1.416
C -1.206 -0.564 -1.190
C -0.855 -0.146 0.331
C 0.517 0.305 0.068
Li -3.033 -4.530 -0.340
H -2.283 -0.412 -1.329
H -0.797 -0.012 -2.045
H -0.797 -1.018 0.999
H -1.458 0.688 0.717
```

=====

Entry 4:
The following is a DFT calculation (wB97M-V/def2-TZVPD) of C6H10N2O in the gas phase in a non-equilibrium geometry.

energy = -419.25043 Eh
SMILES string = N[C@@H]1[C@@H]2NCC=CO[C@@H]12
multiplicity = 1
frontier orbital gap = 9.378 eV
total charge = 0
energy above the lowest of the compared OMol25 structures with the same formula, charge and spin = 85.4 kcal/mol

Structure (XYZ):
```
19
C6H10N2O (wB97M-V/def2-TZVPD)
N 0.686 2.747 -0.127
C 0.636 1.564 0.758
C 0.753 0.208 0.139
N 0.690 -0.150 -1.273
C -0.103 -1.424 -1.232
C -0.983 -1.885 -0.084
C -1.332 -1.359 1.129
O -1.042 -0.086 1.612
C -0.551 0.661 0.592
H 0.133 3.521 0.155
H 1.589 3.043 -0.482
H 1.074 1.687 1.795
H 1.161 -0.547 0.779
H 1.597 -0.348 -1.615
H 0.660 -2.226 -1.456
H -0.673 -1.379 -2.181
H -1.234 -2.981 -0.245
H -1.755 -2.117 1.856
H -1.307 1.071 -0.120
```

=====

Entry 5:
The following is a DFT calculation (wB97M-V/def2-TZVPD) of C3H8N2O2S in the gas phase in a non-equilibrium geometry.

energy = -777.15934 Eh
SMILES string = COC/C(=N\O)NS
multiplicity = 1
frontier orbital gap = 9.166 eV
total charge = 0
energy above the lowest of the compared OMol25 structures with the same formula, charge and spin = 75.2 kcal/mol

Structure (XYZ):
```
16
C3H8N2O2S (wB97M-V/def2-TZVPD)
C -0.222 2.514 -0.415
O -1.195 1.591 -0.034
C -0.659 0.476 0.825
C -0.278 -0.743 0.006
N -1.155 -1.636 -0.268
O -2.470 -1.033 -0.077
N 0.967 -1.053 -0.334
S 2.350 -0.286 0.170
H -0.603 3.532 -0.660
H 0.437 2.142 -1.250
H 0.472 2.571 0.507
H 0.141 0.858 1.388
H -1.358 0.157 1.595
H -2.960 -1.856 -0.019
H 1.063 -1.994 -0.615
H 2.799 0.043 -1.059
```

=====

Entry 6:
The following is a DFT calculation (wB97M-V/def2-TZVPD) of a 17-piece molecular cluster, C102H190O33 overall in a non-equilibrium geometry.

energy = -6482.50133 Eh
multiplicity = 1
frontier orbital gap = 9.277 eV
total charge = 0

Structure (XYZ):
```
325
C102H190O33 (wB97M-V/def2-TZVPD)
C 4.415 -2.210 5.430
C 3.743 -1.127 5.975
C 2.465 -0.771 5.500
C 1.866 -1.616 4.516
C 2.570 -2.641 3.912
C 3.850 -3.001 4.458
H 5.373 -2.444 5.871
H 4.283 -0.498 6.667
H 1.904 0.108 5.781
H 0.901 -1.413 4.076
H 2.086 -3.187 3.116
H 4.432 -3.794 4.012
C 2.873 -0.881 0.687
C 2.228 0.073 1.466
C 2.637 1.387 1.351
C 3.640 1.768 0.446
C 4.226 0.808 -0.307
C 3.903 -0.490 -0.188
H 2.595 -1.922 0.764
H 1.347 -0.181 2.036
H 2.266 2.112 2.061
H 3.900 2.811 0.339
H 4.982 0.984 -1.058
H 4.381 -1.293 -0.729
C -1.363 0.297 -0.636
C -2.028 0.336 0.554
C -1.917 -0.771 1.364
C -1.161 -1.893 1.004
C -0.548 -1.886 -0.233
C -0.638 -0.795 -1.072
H -1.417 1.092 -1.366
H -2.638 1.131 0.957
H -2.346 -0.745 2.355
H -1.000 -2.786 1.590
H -0.053 -2.764 -0.620
H -0.210 -0.753 -2.063
C -5.704 2.513 2.309
C -5.793 3.718 1.650
C -5.010 4.806 2.020
C -4.109 4.725 3.031
C -4.094 3.550 3.748
C -4.801 2.413 3.392
H -6.048 1.568 1.916
H -6.395 3.746 0.754
H -5.096 5.719 1.449
H -3.517 5.586 3.306
H -3.460 3.423 4.613
H -4.653 1.510 3.965
C -2.420 -3.682 -3.443
C -1.768 -4.848 -3.033
C -1.964 -6.045 -3.704
C -2.848 -6.078 -4.753
C -3.530 -4.960 -5.113
C -3.302 -3.784 -4.437
H -2.320 -2.742 -2.921
H -1.059 -4.705 -2.231
H -1.328 -6.860 -3.391
H -2.928 -7.007 -5.299
H -4.227 -5.047 -5.933
H -3.824 -2.899 -4.768
C -5.610 -1.808 -1.842
C -6.980 -1.826 -1.635
C -7.540 -1.516 -0.432
C -6.681 -1.093 0.577
C -5.296 -0.940 0.320
C -4.764 -1.367 -0.871
H -5.283 -2.027 -2.848
H -7.699 -2.039 -2.412
H -8.604 -1.508 -0.248
H -7.122 -0.827 1.527
H -4.582 -0.505 1.004
H -3.702 -1.437 -1.057
C 0.328 3.100 5.752
O 1.675 3.055 6.229
C 2.557 4.061 5.831
C 3.802 4.207 6.771
O 3.552 4.612 8.144
C 3.019 5.849 8.448
C 3.090 6.098 9.934
O 4.444 6.273 10.445
C 5.077 7.412 9.985
H -0.094 2.096 5.705
H 0.240 3.306 4.686
H -0.196 3.816 6.385
H 1.986 4.990 5.854
H 2.836 3.909 4.789
H 4.517 4.897 6.323
H 4.216 3.209 6.916
H 2.002 5.779 8.063
H 3.537 6.678 7.966
H 2.594 5.239 10.386
H 2.410 6.917 10.170
H 5.896 7.706 10.642
H 4.423 8.276 9.869
H 5.585 7.217 9.040
C 0.899 3.262 -1.388
O 2.117 3.966 -1.307
C 2.098 4.892 -0.327
C 3.416 5.706 -0.478
O 3.723 6.505 0.634
C 4.779 6.050 1.499
C 4.779 6.928 2.767
O 3.675 6.704 3.654
C 3.766 7.382 4.912
H 0.019 3.906 -1.395
H 0.870 2.635 -0.496
H 0.901 2.572 -2.232
H 2.036 4.345 0.614
H 1.219 5.516 -0.488
H 3.336 6.444 -1.277
H 4.196 4.989 -0.734
H 5.743 6.126 0.997
H 4.576 5.047 1.876
H 4.743 7.982 2.493
H 5.744 6.773 3.249
H 4.625 6.985 5.453
H 2.853 7.179 5.471
H 3.921 8.452 4.771
C 0.889 7.857 -5.046
O 0.394 7.418 -3.764
C 0.095 6.054 -3.535
C -1.007 5.314 -4.375
O -0.487 4.760 -5.508
C -1.534 4.007 -6.262
C -0.877 3.327 -7.452
O 0.054 2.272 -7.102
C -0.081 1.069 -7.798
H 1.836 7.396 -5.328
H 1.106 8.920 -4.942
H 0.113 7.687 -5.793
H -0.253 6.001 -2.503
H 1.035 5.505 -3.593
H -1.782 6.013 -4.688
H -1.420 4.492 -3.790
H -2.317 4.689 -6.592
H -1.926 3.137 -5.734
H -0.452 4.088 -8.106
H -1.733 2.912 -7.984
H 0.528 0.239 -7.439
H 0.199 1.252 -8.835
H -1.100 0.683 -7.767
C -0.730 3.013 1.966
O 0.141 4.009 2.348
C -0.473 5.338 2.263
C 0.591 6.408 2.592
O -0.049 7.668 2.644
C 0.861 8.697 2.781
C 0.225 10.189 2.832
O -0.598 10.520 3.879
C -1.896 9.831 3.942
H -1.104 3.225 0.964
H -1.599 3.006 2.624
H -0.271 2.038 2.133
H -1.405 5.390 2.827
H -0.777 5.467 1.224
H 1.430 6.369 1.897
H 1.013 6.213 3.578
H 1.483 8.695 1.886
H 1.555 8.519 3.603
H -0.307 10.468 1.923
H 1.123 10.804 2.890
H -2.468 10.246 4.772
H -1.960 8.743 3.939
H -2.469 10.024 3.035
C -5.714 -5.290 -1.621
O -6.100 -6.177 -0.606
C -6.542 -5.701 0.716
C -5.457 -4.963 1.488
O -4.430 -5.671 2.164
C -3.619 -6.480 1.291
C -2.591 -5.719 0.419
O -1.673 -4.940 1.195
C -0.542 -5.596 1.714
H -5.231 -5.831 -2.435
H -5.106 -4.405 -1.430
H -6.628 -4.852 -2.022
H -7.015 -6.524 1.253
H -7.368 -5.009 0.547
H -5.946 -4.353 2.248
H -5.010 -4.233 0.813
H -4.314 -7.074 0.698
H -3.082 -7.158 1.955
H -3.165 -4.998 -0.164
H -2.116 -6.387 -0.300
H -0.866 -6.464 2.288
H -0.070 -4.859 2.363
H 0.200 -5.790 0.940
C -4.395 4.199 -4.056
O -3.950 5.085 -3.023
C -4.072 4.535 -1.684
C -3.184 5.309 -0.660
O -3.576 6.660 -0.547
C -2.561 7.584 -0.044
C -3.054 9.013 0.422
O -4.053 8.744 1.441
C -5.402 8.978 0.986
H -5.465 4.018 -3.952
H -3.818 3.275 -4.094
H -4.177 4.821 -4.924
H -3.731 3.500 -1.695
H -5.137 4.591 -1.456
H -2.262 5.317 -1.242
H -2.871 4.691 0.182
H -1.779 7.670 -0.798
H -2.081 7.105 0.809
H -3.386 9.629 -0.413
H -2.226 9.611 0.806
H -5.554 8.154 0.288
H -5.608 9.843 0.356
H -6.148 8.860 1.772
C 7.024 -4.697 5.948
O 7.825 -5.764 6.463
C 8.462 -6.653 5.474
C 8.920 -6.040 4.151
O 7.708 -5.895 3.339
C 7.983 -5.131 2.141
C 6.769 -5.472 1.214
O 5.717 -4.557 1.616
C 4.550 -4.638 0.776
H 6.115 -5.206 5.628
H 7.403 -4.175 5.070
H 6.815 -3.962 6.725
H 7.749 -7.425 5.184
H 9.307 -7.070 6.022
H 9.624 -6.744 3.707
H 9.456 -5.105 4.313
H 8.884 -5.524 1.671
H 8.128 -4.084 2.404
H 6.419 -6.503 1.263
H 7.065 -5.352 0.172
H 3.821 -3.830 0.834
H 4.093 -5.600 1.009
H 4.868 -4.808 -0.253
C -2.838 -0.880 5.648
O -3.601 -1.020 4.510
C -4.630 -1.975 4.624
C -4.084 -3.443 4.423
O -3.187 -3.805 5.458
C -2.705 -5.075 5.392
C -1.976 -5.537 6.685
O -1.002 -4.673 7.222
C 0.113 -4.552 6.386
H -1.952 -1.508 5.739
H -3.313 -1.081 6.608
H -2.575 0.170 5.774
H -5.443 -1.964 3.899
H -5.178 -1.846 5.557
H -3.476 -3.521 3.522
H -4.913 -4.124 4.230
H -2.030 -5.159 4.541
H -3.555 -5.720 5.170
H -1.640 -6.565 6.547
H -2.746 -5.547 7.456
H 0.847 -3.910 6.873
H -0.079 -4.251 5.356
H 0.634 -5.506 6.311
C -2.930 -2.835 -7.841
O -4.107 -2.104 -7.353
C -4.232 -0.821 -7.920
C -5.281 -0.004 -7.115
O -4.807 0.599 -5.912
C -4.268 -0.308 -4.918
C -3.590 0.412 -3.730
O -2.355 1.179 -4.116
C -1.353 0.322 -4.710
H -3.085 -3.155 -8.871
H -2.828 -3.718 -7.209
H -1.960 -2.355 -7.716
H -4.486 -0.992 -8.966
H -3.276 -0.298 -7.898
H -6.216 -0.526 -6.915
H -5.632 0.863 -7.675
H -3.520 -0.916 -5.427
H -5.035 -1.021 -4.618
H -3.240 -0.376 -3.064
H -4.338 0.987 -3.184
H -1.053 -0.551 -4.131
H -0.425 0.843 -4.946
H -1.597 -0.137 -5.668
C 0.322 -3.630 -6.891
O 1.145 -4.642 -7.393
C 1.936 -5.265 -6.314
C 2.659 -6.524 -6.688
O 1.978 -7.667 -6.248
C 0.769 -8.064 -6.920
C 0.228 -9.425 -6.426
O 0.792 -10.528 -7.079
C 2.177 -10.645 -6.763
H 0.798 -2.966 -6.169
H -0.473 -4.063 -6.284
H -0.094 -3.159 -7.782
H 1.272 -5.515 -5.486
H 2.663 -4.538 -5.952
H 3.598 -6.599 -6.140
H 2.912 -6.639 -7.741
H 0.971 -8.079 -7.991
H -0.004 -7.330 -6.687
H -0.813 -9.441 -6.748
H 0.285 -9.385 -5.338
H 2.760 -9.791 -7.109
H 2.529 -11.599 -7.154
H 2.318 -10.722 -5.685
C 1.785 -4.496 -2.543
O 1.557 -3.331 -3.279
C 2.427 -2.226 -3.048
C 3.904 -2.493 -3.384
O 4.641 -3.356 -2.509
C 6.049 -3.584 -2.849
C 6.268 -4.510 -4.071
O 5.674 -5.835 -3.862
C 6.050 -6.836 -4.852
H 2.786 -4.913 -2.652
H 1.055 -5.277 -2.754
H 1.680 -4.385 -1.464
H 2.470 -1.960 -1.991
H 2.002 -1.373 -3.578
H 4.454 -1.553 -3.357
H 3.933 -2.868 -4.408
H 6.697 -3.939 -2.048
H 6.554 -2.664 -3.143
H 7.342 -4.601 -4.235
H 5.853 -4.101 -4.992
H 5.385 -7.698 -4.821
H 7.046 -7.221 -4.632
H 6.165 -6.442 -5.862
```

=====

Entry 7:
The following is a DFT calculation (wB97M-V/def2-TZVPD) of C27H25N3PPdS as an isolated structure.

energy = -2075.35153 Eh
multiplicity = 3
frontier orbital gap (alpha / beta) = 7.657 / 6.949 eV
total charge = +1
energy above the lowest of the compared OMol25 structures with the same formula, charge and spin = 8.5 kcal/mol

Structure (XYZ):
```
58
C27H25N3PPdS (wB97M-V/def2-TZVPD)
Pd -0.114 0.263 0.171
S -0.032 -3.745 -1.837
C -1.603 -3.649 -1.189
C -1.808 -2.486 -0.498
C -0.659 -1.647 -0.501
C 0.378 -2.210 -1.186
C 1.676 -1.553 -1.316
C 2.786 -2.091 -1.959
C 3.961 -1.371 -1.999
C 4.023 -0.120 -1.395
C 2.890 0.353 -0.774
N 1.746 -0.339 -0.737
H -2.300 -4.458 -1.343
H -2.741 -2.263 0.003
H 2.719 -3.068 -2.418
H 4.831 -1.781 -2.496
H 4.926 0.473 -1.402
H 2.880 1.319 -0.282
C -1.679 -0.701 3.030
P -0.090 0.046 2.571
C 1.020 -0.382 3.931
C 1.333 -1.731 4.114
C 2.158 -2.119 5.156
C 2.688 -1.161 6.013
C 2.392 0.180 5.826
C 1.559 0.574 4.786
C -0.365 1.844 2.659
C -1.554 2.413 3.114
C -1.733 3.789 3.073
C -0.725 4.610 2.587
C 0.470 4.056 2.147
C 0.646 2.682 2.179
H -1.942 -0.470 4.063
H -1.599 -1.783 2.921
H -2.456 -0.347 2.351
H 0.938 -2.484 3.440
H 2.393 -3.165 5.298
H 3.335 -1.463 6.826
H 2.804 0.925 6.492
H 1.327 1.623 4.655
H -2.351 1.787 3.493
H -2.660 4.220 3.426
H -0.868 5.682 2.559
H 1.264 4.694 1.779
H 1.587 2.254 1.847
N -2.917 0.971 -0.886
C -2.130 2.001 -1.357
C -2.689 3.195 -1.825
C -1.851 4.192 -2.260
C -0.468 3.999 -2.235
C -0.005 2.805 -1.745
N -0.809 1.823 -1.297
H -3.899 1.031 -1.105
H -2.532 0.039 -1.003
H -3.764 3.315 -1.847
H -2.267 5.120 -2.630
H 0.221 4.752 -2.584
H 1.057 2.597 -1.694
```

=====

Entry 8:
The following is a DFT calculation (wB97M-V/def2-TZVPD) of C4H7O5P as an isolated structure in a non-equilibrium geometry.

energy = -874.16547 Eh
multiplicity = 1
frontier orbital gap = 5.601 eV
total charge = -2
energy above the lowest of the compared OMol25 structures with the same formula, charge and spin = 29.6 kcal/mol

Structure (XYZ):
```
17
C4H7O5P (wB97M-V/def2-TZVPD)
C 0.351 -1.205 0.247
C 0.476 1.322 0.309
C -1.299 -1.038 -0.872
C 1.016 -0.073 0.587
O -2.628 1.240 -0.372
O -3.831 -0.981 0.249
O 0.756 -2.410 0.411
O -1.986 -0.197 1.723
O 2.371 -0.077 1.041
P -2.569 -0.201 0.082
H 0.942 1.883 -0.521
H 0.732 1.950 1.151
H -0.654 1.204 -0.094
H -1.491 -2.143 -0.992
H -0.944 -0.751 -1.849
H -0.882 -0.388 1.710
H 2.701 -0.979 1.002
```